{"formula": "C39H36ClIIrN8O6S2", "method": "ωB97M-V with the def2-TZVPD basis set", "spin_multiplicity": 2, "e_above_lowest_kj_mol": 113.0, "charge": 2, "e_homo_ev": [-13.035, -13.008], "species": ["Ir", "C", "C", "C", "C", "C", "C", "C", "S", "O", "O", "N", "C", "C", "C", "C", "C", "C", "C", "C", "N", "C", "H", "H", "H", "H", "H", "H", "H", "H", "H", "H", "H", "H", "H", "O", "C", "O", "C", "C", "Cl", "N", "N", "C", "C", "O", "O", "C", "C", "C", "C", "C", "C", "H", "H", "H", "H", "H", "H", "I", "C", "C", "C", "C", "N", "C", "H", "H", "H", "H", "C", "C", "C", "N", "H", "H", "H", "H", "H", "C", "N", "C", "C", "N", "C", "S", "H", "H", "H", "H", "H", "H", "H", "H"], "positions_angstrom": [[0.21, -1.03, -0.40], [-1.40, 7.05, -2.13], [-1.59, 5.61, -1.71], [-2.85, 5.10, -1.46], [-3.03, 3.77, -1.09], [-1.92, 2.95, -0.98], [-0.64, 3.44, -1.22], [-0.48, 4.77, -1.58], [-2.21, 1.25, -0.61], [-3.35, 1.17, 0.26], [-2.26, 0.55, -1.86], [-0.87, 0.71, 0.21], [-0.61, 1.35, 1.44], [-1.22, 2.49, 1.92], [-0.84, 3.06, 3.16], [0.12, 2.50, 3.95], [0.73, 1.31, 3.53], [1.69, 0.61, 4.29], [2.19, -0.59, 3.84], [1.73, -1.09, 2.62], [0.86, -0.43, 1.90], [0.35, 0.75, 2.29], [-2.26, 7.65, -1.85], [-1.29, 7.11, -3.21], [-0.51, 7.48, -1.67], [-3.72, 5.74, -1.54], [-4.02, 3.38, -0.88], [0.22, 2.80, -1.10], [0.51, 5.16, -1.75], [-2.01, 2.98, 1.38], [-1.35, 3.96, 3.47], [0.40, 2.95, 4.90], [2.01, 1.02, 5.24], [2.91, -1.15, 4.42], [2.08, -2.05, 2.23], [-0.02, -6.88, 0.10], [-0.72, -6.34, 1.09], [-1.39, -6.99, 1.84], [-0.68, -4.84, 1.25], [-1.36, -4.14, 2.24], [-2.38, -4.70, 3.45], [-1.12, -2.82, 2.09], [-0.30, -2.63, 1.03], [-0.03, -3.83, 0.53], [0.86, -3.86, -0.66], [1.26, -4.88, -1.17], [1.20, -2.67, -1.09], [-1.48, -1.81, 3.07], [-0.84, -1.89, 4.30], [-1.18, -1.01, 5.31], [-2.17, -0.06, 5.09], [-2.81, 0.01, 3.86], [-2.47, -0.87, 2.84], [0.49, -6.22, -0.41], [-0.08, -2.65, 4.46], [-0.69, -1.08, 6.27], [-2.45, 0.62, 5.88], [-3.58, 0.74, 3.68], [-2.99, -0.78, 1.90], [-2.10, -3.82, -5.02], [-2.40, -3.07, -3.11], [-3.61, -3.20, -2.45], [-3.73, -2.67, -1.17], [-2.65, -2.03, -0.60], [-1.48, -1.92, -1.23], [-1.35, -2.42, -2.47], [-4.45, -3.70, -2.92], [-4.65, -2.73, -0.62], [-2.72, -1.59, 0.38], [-0.40, -2.31, -2.96], [4.61, 1.87, 0.77], [4.62, 0.52, 0.04], [3.26, 0.00, -0.11], [2.18, -0.36, -0.18], [5.64, 2.22, 0.87], [4.18, 1.78, 1.76], [4.05, 2.62, 0.21], [5.20, -0.22, 0.58], [5.05, 0.61, -0.96], [1.81, 1.66, -4.75], [2.32, 0.39, -4.26], [3.35, -0.34, -5.01], [3.51, -1.64, -4.20], [2.49, -1.49, -3.16], [1.84, -0.34, -3.26], [0.45, 0.20, -2.38], [1.27, 1.52, -5.68], [2.65, 2.34, -4.92], [1.14, 2.11, -4.01], [4.26, 0.25, -5.06], [3.00, -0.52, -6.03], [4.50, -1.73, -3.75], [3.32, -2.53, -4.80], [2.24, -2.20, -2.48]]}



{"formula": "C39H37EuF5N6O4", "method": "ωB97M-V with the def2-TZVPD basis set", "spin_multiplicity": 7, "charge": -1, "e_homo_ev": [-3.274, -4.397], "species": ["Eu", "C", "N", "C", "C", "C", "N", "C", "C", "C", "C", "C", "C", "C", "O", "C", "C", "C", "N", "C", "C", "C", "C", "C", "C", "C", "O", "H", "H", "H", "H", "H", "H", "H", "H", "H", "H", "H", "H", "H", "H", "H", "H", "H", "H", "H", "H", "H", "H", "H", "H", "H", "C", "O", "C", "C", "C", "C", "C", "C", "N", "N", "C", "C", "C", "C", "O", "C", "N", "C", "C", "C", "C", "H", "H", "H", "H", "H", "H", "H", "H", "H", "H", "H", "H", "F", "C", "F", "C", "F", "F", "F"], "positions_angstrom": [[1.17, -0.89, 0.58], [4.22, -2.39, 1.68], [3.74, -1.10, 2.16], [4.70, -0.06, 1.75], [4.12, 1.35, 1.88], [3.77, 1.95, 0.52], [3.12, 0.96, -0.30], [3.19, 1.11, -1.57], [2.79, 0.12, -2.52], [2.65, 0.44, -3.88], [2.36, -0.52, -4.82], [2.24, -1.85, -4.41], [2.40, -2.21, -3.10], [2.62, -1.24, -2.08], [2.73, -1.59, -0.86], [3.61, -1.10, 3.63], [2.17, -1.13, 4.12], [1.39, -2.41, 3.75], [0.41, -2.11, 2.74], [-0.75, -2.67, 2.89], [-1.90, -2.49, 2.08], [-2.99, -3.35, 2.27], [-4.13, -3.26, 1.51], [-4.23, -2.25, 0.55], [-3.21, -1.35, 0.37], [-1.99, -1.44, 1.10], [-1.04, -0.61, 0.90], [5.24, -2.62, 2.06], [4.24, -2.38, 0.59], [3.56, -3.19, 1.98], [4.95, -0.25, 0.71], [5.63, -0.15, 2.35], [4.83, 2.02, 2.38], [3.20, 1.30, 2.47], [4.68, 2.33, 0.03], [3.09, 2.81, 0.67], [3.66, 2.01, -2.00], [2.77, 1.47, -4.17], [2.23, -0.25, -5.86], [2.02, -2.62, -5.15], [2.32, -3.24, -2.80], [4.07, -0.18, 4.03], [4.17, -1.94, 4.06], [1.62, -0.29, 3.69], [2.18, -1.01, 5.21], [0.91, -2.83, 4.66], [2.08, -3.17, 3.37], [-0.89, -3.35, 3.74], [-2.91, -4.14, 3.01], [-4.94, -3.97, 1.64], [-5.12, -2.17, -0.06], [-3.29, -0.55, -0.35], [-6.22, 0.34, -2.96], [-5.85, 0.68, -1.64], [-5.13, 1.82, -1.46], [-4.62, 2.02, -0.17], [-3.84, 3.12, 0.11], [-3.57, 4.08, -0.88], [-4.14, 3.90, -2.14], [-4.88, 2.77, -2.44], [-2.93, 5.27, -0.59], [-1.86, 5.38, 0.04], [-1.02, 4.34, 0.34], [-0.40, 4.38, 1.59], [0.31, 3.31, 2.08], [0.49, 2.11, 1.35], [1.07, 1.10, 1.84], [-0.02, 2.12, -0.02], [0.24, 1.03, -0.78], [-0.20, 1.00, -2.02], [-0.81, 2.10, -2.64], [-1.05, 3.22, -1.89], [-0.75, 3.23, -0.52], [-6.72, -0.62, -2.89], [-5.34, 0.24, -3.60], [-6.90, 1.08, -3.39], [-4.83, 1.29, 0.59], [-3.43, 3.26, 1.10], [-3.95, 4.64, -2.91], [-5.27, 2.65, -3.44], [-0.58, 5.25, 2.21], [0.71, 3.35, 3.08], [-0.01, 0.09, -2.58], [-1.06, 2.06, -3.69], [-1.45, 4.11, -2.36], [0.02, -2.16, -1.08], [-0.11, -3.32, -0.23], [1.20, -3.33, 0.40], [-0.11, -4.52, -1.16], [-1.35, -5.06, -1.23], [0.23, -4.33, -2.46], [0.68, -5.52, -0.72]]}



{"formula": "C39H37F5N12SSeSr", "method": "ωB97M-V with the def2-TZVPD basis set", "spin_multiplicity": 1, "e_above_lowest_kj_mol": 0.0, "charge": 2, "e_homo_ev": -11.920, "species": ["Sr", "C", "C", "N", "N", "C", "N", "S", "C", "C", "C", "C", "C", "N", "H", "H", "H", "H", "H", "H", "H", "H", "H", "H", "C", "C", "C", "C", "C", "C", "N", "N", "C", "C", "C", "C", "C", "N", "H", "H", "H", "H", "H", "H", "H", "H", "H", "N", "C", "C", "N", "H", "H", "H", "H", "H", "H", "H", "H", "H", "N", "C", "C", "C", "C", "C", "C", "N", "C", "C", "C", "C", "N", "C", "C", "H", "H", "H", "H", "H", "H", "H", "H", "H", "F", "C", "C", "F", "C", "F", "C", "Se", "C", "F", "C", "F"], "positions_angstrom": [[0.64, 0.14, 0.23], [2.40, -4.51, 1.13], [1.87, -3.10, 1.11], [1.56, -2.46, 0.05], [1.76, -3.12, -1.14], [1.48, -2.57, -2.34], [1.74, -3.35, -3.39], [0.92, -1.01, -2.56], [1.69, -2.40, 2.42], [2.42, -2.79, 3.53], [2.22, -2.14, 4.74], [1.28, -1.12, 4.80], [0.61, -0.78, 3.63], [0.81, -1.38, 2.46], [1.85, -5.16, 0.44], [2.30, -4.96, 2.11], [3.46, -4.52, 0.84], [2.16, -4.05, -1.10], [2.08, -4.30, -3.31], [1.57, -2.99, -4.32], [3.15, -3.58, 3.46], [2.78, -2.42, 5.62], [1.06, -0.60, 5.72], [-0.12, 0.03, 3.64], [5.96, -1.68, 1.45], [5.11, -1.51, 0.37], [4.08, -0.58, 0.45], [3.91, 0.16, 1.61], [4.76, 0.00, 2.70], [5.79, -0.92, 2.61], [2.78, 1.02, 1.63], [2.69, 1.80, 2.58], [1.48, 2.56, 2.63], [1.47, 3.60, 3.54], [0.32, 4.35, 3.68], [-0.79, 4.01, 2.91], [-0.69, 2.95, 2.04], [0.42, 2.23, 1.88], [6.78, -2.39, 1.40], [5.27, -2.06, -0.54], [3.44, -0.41, -0.41], [4.61, 0.59, 3.59], [6.47, -1.06, 3.45], [2.36, 3.80, 4.11], [0.28, 5.18, 4.37], [-1.72, 4.56, 3.00], [-1.54, 2.64, 1.43], [0.86, 3.34, -4.39], [-0.29, 3.73, -3.52], [-0.81, 2.52, -2.72], [-0.70, 2.64, -1.28], [1.21, 4.12, -4.94], [0.64, 2.57, -5.02], [1.61, 3.02, -3.69], [-1.05, 4.21, -4.13], [0.12, 4.48, -2.84], [-0.21, 1.64, -3.01], [-1.84, 2.30, -3.00], [-1.28, 3.39, -0.92], [0.26, 2.89, -1.05], [-7.05, -0.42, -1.02], [-8.35, -0.42, -0.56], [-9.57, -0.50, -1.21], [-10.69, -0.48, -0.41], [-10.60, -0.37, 0.99], [-9.39, -0.29, 1.63], [-8.24, -0.32, 0.84], [-6.91, -0.26, 1.20], [-6.24, -0.32, 0.09], [-4.78, -0.29, 0.04], [-4.04, -0.22, -1.14], [-2.66, -0.18, -1.08], [-1.98, -0.20, 0.07], [-2.69, -0.27, 1.20], [-4.07, -0.32, 1.24], [-6.76, -0.51, -1.97], [-9.65, -0.58, -2.29], [-11.67, -0.54, -0.86], [-11.51, -0.36, 1.58], [-9.31, -0.22, 2.71], [-4.52, -0.20, -2.11], [-2.07, -0.14, -1.99], [-2.12, -0.31, 2.13], [-4.60, -0.37, 2.18], [6.26, -1.92, -4.21], [5.50, -0.93, -3.76], [4.34, -0.58, -4.42], [3.97, -1.25, -5.52], [3.56, 0.44, -3.92], [2.46, 0.77, -4.64], [3.86, 1.12, -2.75], [2.67, 2.40, -2.00], [5.07, 0.79, -2.14], [5.47, 1.45, -1.05], [5.88, -0.23, -2.62], [7.01, -0.54, -2.00]]}



{"formula": "C39H37F9N2O12S", "method": "ωB97M-V with the def2-TZVPD basis set", "spin_multiplicity": 1, "e_homo_ev": -9.922, "species": ["C", "N", "C", "C", "C", "C", "C", "C", "C", "O", "C", "O", "O", "C", "C", "C", "C", "F", "F", "C", "F", "F", "S", "F", "F", "F", "F", "F", "O", "C", "N", "H", "H", "H", "H", "H", "H", "H", "H", "H", "H", "H", "H", "H", "H", "H", "H", "H", "H", "H", "H", "H", "O", "C", "C", "C", "C", "O", "C", "C", "H", "H", "H", "H", "O", "C", "C", "C", "C", "O", "C", "C", "H", "H", "H", "H", "O", "C", "C", "C", "C", "O", "C", "C", "H", "H", "H", "H", "O", "C", "C", "C", "C", "O", "C", "C", "H", "H", "H", "H"], "positions_angstrom": [[-2.36, 3.50, 3.54], [-3.51, 3.43, 2.58], [-3.13, 3.77, 1.17], [-3.42, 2.59, 0.09], [-4.96, 2.16, 0.18], [-5.28, 0.82, 0.99], [-6.52, 0.82, 1.99], [-7.62, 1.96, 1.81], [-6.00, 0.75, 3.54], [-3.39, 3.37, -1.17], [-1.99, 3.45, -1.53], [-1.44, 4.16, -2.40], [-1.24, 2.56, -0.65], [-2.26, 1.55, -0.27], [-1.58, 0.94, 1.06], [-1.39, -0.64, 1.09], [-0.08, -1.21, 0.35], [-0.53, -2.50, -0.16], [0.24, -0.50, -0.88], [1.17, -1.56, 1.26], [0.71, -2.51, 2.25], [2.10, -2.31, 0.45], [2.08, -0.22, 2.14], [0.80, 0.22, 3.12], [2.51, -1.35, 3.34], [3.50, -0.66, 1.30], [1.80, 0.96, 1.00], [3.02, 0.89, 2.97], [-2.30, 0.78, -1.49], [-3.35, -0.17, -1.53], [-3.93, -1.24, -1.48], [-2.17, 2.49, 4.09], [-1.36, 3.81, 3.09], [-2.59, 4.26, 4.38], [-3.90, 2.49, 2.68], [-3.84, 4.64, 0.85], [-2.07, 4.22, 1.09], [-5.53, 3.10, 0.53], [-5.31, 1.99, -0.91], [-5.46, -0.03, 0.22], [-4.32, 0.51, 1.56], [-7.08, -0.20, 1.84], [-7.13, 2.96, 2.14], [-8.52, 1.83, 2.53], [-8.00, 2.12, 0.74], [-5.60, 1.75, 3.92], [-5.23, -0.10, 3.56], [-6.92, 0.36, 4.14], [-0.62, 1.54, 1.31], [-2.31, 1.21, 1.92], [-1.26, -0.94, 2.21], [-2.32, -1.23, 0.76], [5.08, -5.47, 3.53], [4.04, -5.76, 2.97], [3.67, -7.17, 2.74], [2.53, -7.50, 2.12], [1.59, -6.46, 1.65], [0.55, -6.76, 1.10], [1.96, -5.05, 1.89], [3.09, -4.73, 2.51], [4.37, -7.92, 3.08], [2.25, -8.53, 1.94], [1.26, -4.31, 1.55], [3.38, -3.70, 2.69], [11.84, -5.60, 2.68], [10.72, -5.99, 2.40], [10.50, -7.01, 1.35], [9.28, -7.43, 1.04], [8.08, -6.91, 1.73], [6.96, -7.29, 1.45], [8.30, -5.89, 2.78], [9.53, -5.46, 3.09], [11.39, -7.39, 0.85], [9.10, -8.18, 0.27], [7.41, -5.51, 3.28], [9.70, -4.72, 3.85], [0.92, 8.40, -2.52], [0.43, 8.09, -3.59], [0.54, 8.97, -4.78], [0.00, 8.63, -5.95], [-0.73, 7.35, -6.11], [-1.22, 7.04, -7.18], [-0.84, 6.47, -4.93], [-0.30, 6.82, -3.76], [1.08, 9.90, -4.64], [0.07, 9.26, -6.82], [-1.38, 5.55, -5.07], [-0.37, 6.18, -2.88], [2.02, 0.64, -4.51], [0.91, 0.25, -4.80], [0.70, -0.78, -5.84], [-0.52, -1.20, -6.15], [-1.72, -0.67, -5.47], [-2.84, -1.07, -5.76], [-1.52, 0.35, -4.43], [-0.29, 0.78, -4.11], [1.59, -1.15, -6.33], [-0.70, -1.95, -6.92], [-2.40, 0.73, -3.94], [-0.12, 1.53, -3.35]]}



{"formula": "C39H37IrN3OS4Sb", "method": "ωB97M-V with the def2-TZVPD basis set", "spin_multiplicity": 1, "e_above_lowest_kj_mol": 6.0, "e_homo_ev": -6.772, "species": ["Ir", "C", "N", "C", "C", "N", "C", "C", "C", "C", "C", "C", "C", "S", "C", "C", "C", "C", "C", "C", "S", "H", "H", "H", "H", "H", "H", "H", "H", "H", "H", "H", "H", "H", "H", "H", "H", "H", "H", "O", "N", "C", "C", "C", "C", "C", "S", "H", "H", "H", "H", "S", "Sb", "C", "C", "C", "C", "C", "C", "C", "C", "C", "C", "C", "C", "C", "C", "C", "C", "C", "C", "H", "H", "H", "H", "H", "H", "H", "H", "H", "H", "H", "H", "H", "H", "H"], "positions_angstrom": [[0.61, 0.67, -1.46], [1.74, 2.35, 0.87], [1.92, 2.20, -0.59], [1.43, 3.44, -1.26], [1.18, 3.20, -2.74], [0.10, 2.20, -2.89], [-1.22, 2.85, -2.70], [0.04, 1.59, -4.23], [0.29, 2.34, -5.37], [0.12, 1.78, -6.62], [-0.34, 0.47, -6.73], [-0.59, -0.28, -5.59], [-0.39, 0.26, -4.32], [-0.63, -0.72, -2.87], [3.34, 2.00, -0.93], [4.32, 2.77, -0.32], [5.65, 2.62, -0.66], [6.00, 1.68, -1.63], [5.03, 0.92, -2.24], [3.67, 1.07, -1.91], [2.47, 0.12, -2.75], [2.31, 3.19, 1.27], [2.03, 1.43, 1.36], [0.68, 2.52, 1.06], [2.16, 4.25, -1.13], [0.51, 3.74, -0.76], [2.08, 2.81, -3.22], [0.91, 4.15, -3.21], [-1.36, 3.61, -3.48], [-1.28, 3.30, -1.71], [-2.00, 2.10, -2.78], [0.63, 3.36, -5.28], [0.33, 2.36, -7.51], [-0.48, 0.02, -7.70], [-0.91, -1.31, -5.67], [4.06, 3.51, 0.42], [6.41, 3.22, -0.18], [7.04, 1.54, -1.90], [5.29, 0.19, -3.00], [-0.03, 0.41, 2.31], [-0.97, 1.32, 2.36], [-1.18, 1.91, 3.56], [-2.14, 2.87, 3.73], [-2.91, 3.24, 2.64], [-2.67, 2.65, 1.42], [-1.68, 1.67, 1.25], [-1.52, 0.85, -0.27], [-0.53, 1.54, 4.34], [-2.28, 3.31, 4.71], [-3.69, 3.99, 2.73], [-3.25, 2.91, 0.54], [1.40, -1.04, -0.05], [-0.36, -1.81, 1.29], [-2.34, -1.45, 1.97], [-3.41, -1.65, 1.11], [-4.71, -1.43, 1.55], [-4.94, -1.01, 2.85], [-3.87, -0.82, 3.72], [-2.57, -1.04, 3.27], [0.61, -2.50, 3.03], [1.97, -2.26, 3.19], [2.63, -2.72, 4.32], [1.93, -3.42, 5.30], [0.58, -3.67, 5.14], [-0.08, -3.21, 4.01], [-0.87, -3.61, 0.26], [-1.66, -4.55, 0.91], [-2.01, -5.74, 0.27], [-1.58, -5.97, -1.03], [-0.80, -5.02, -1.68], [-0.44, -3.84, -1.04], [-3.24, -1.97, 0.08], [-5.54, -1.59, 0.87], [-5.95, -0.83, 3.19], [-4.04, -0.49, 4.74], [-1.74, -0.89, 3.95], [2.51, -1.70, 2.44], [3.69, -2.53, 4.44], [2.45, -3.78, 6.18], [0.03, -4.22, 5.90], [-1.14, -3.41, 3.90], [-2.03, -4.37, 1.92], [-2.62, -6.47, 0.78], [-1.85, -6.89, -1.53], [-0.47, -5.20, -2.70], [0.17, -3.11, -1.54]]}



| no. | electronic energy (a.u.) |
| --- | --- |
| 1 | -4055.41520 |
| 2 | -3347.47131 |
| 3 | -5494.76415 |
| 4 | -3817.23984 |
| 5 | -3685.21595 |